A cluster of 12 separate species, C68H124N4O20 in total at a distorted geometry. Source: OMol25; level of theory: the ωB97M-V functional and the def2-TZVPD basis.

Structure (XYZ):
```
216
C68H124N4O20 the ωB97M-V functional and the def2-TZVPD basis
C 2.136 -2.367 -3.611
H -1.123 -4.271 4.051
C -1.858 -4.996 3.699
H -2.135 6.573 -2.689
H 2.034 1.478 -1.607
H -1.583 2.060 5.275
H -1.401 4.369 6.833
C 2.540 -0.202 -0.534
C 1.256 -6.747 -0.135
C 3.839 -5.635 3.405
C -1.107 1.956 -4.646
H -3.426 -4.334 2.283
H 4.402 1.223 -4.831
C 3.491 3.624 0.080
C 2.841 -4.399 -4.357
H 0.348 4.764 -3.069
C -6.951 -1.716 1.313
H -0.705 1.481 -5.541
H 1.388 1.515 0.007
H -3.351 5.836 -4.728
H -7.165 -3.670 -1.051
C 2.003 -0.708 1.925
O 3.097 4.518 2.244
C -2.433 -4.776 2.325
H -2.244 5.486 -1.247
C -5.948 0.008 -2.966
H -4.001 2.852 -5.161
H -8.368 -0.748 -2.674
H 1.854 0.887 4.829
H 1.334 3.806 0.084
C -6.111 -3.515 -1.285
H -4.627 4.907 -3.936
H 1.909 -8.863 -2.384
H -2.261 -6.087 0.612
H -2.564 -5.035 4.536
C 6.306 0.603 -1.434
C -2.221 2.782 4.753
C 1.506 0.868 -0.867
H 1.155 -5.482 -3.474
C 2.875 -2.475 0.442
N -5.622 -0.747 -0.649
C -2.167 3.705 -6.025
N -1.355 4.319 -3.759
H 2.360 -4.534 -5.335
H -4.215 3.434 2.877
H -3.329 -6.724 1.739
H 2.847 3.374 -3.344
H -4.854 0.019 -3.013
H -4.204 5.698 2.214
C -5.350 -3.103 -0.032
H -0.531 6.020 3.161
C 7.797 0.846 -1.508
O -0.350 4.163 -2.785
H -4.267 -3.218 -0.124
H -4.721 -0.437 2.050
C -0.016 3.896 4.537
H -1.106 -2.170 -1.790
H 4.299 -2.779 4.308
H -3.435 2.666 1.515
H -1.709 0.803 0.384
H -8.254 -0.207 -1.064
H 0.362 -9.098 -1.549
O 4.640 -4.708 3.989
C 3.588 1.745 5.963
H 2.847 -3.118 -0.437
H -0.264 0.646 1.406
H -1.771 -4.161 1.715
C 2.239 5.126 1.417
C 3.953 2.219 -4.818
H -4.816 -2.407 -2.591
O 5.954 -0.375 -2.275
H -4.913 0.925 -0.008
O -0.551 -6.899 4.514
H -3.059 2.821 5.453
C -2.688 4.522 -3.202
C 8.325 -0.179 -2.538
H 0.415 3.509 5.465
H 0.617 4.755 4.288
C 1.831 -7.813 0.744
H 0.235 -0.096 -2.434
H 4.852 3.569 1.743
H 2.617 -3.121 1.292
H -3.661 6.007 -2.047
H -3.397 2.447 -3.069
O 3.994 -1.502 7.245
H 2.682 -7.396 1.284
C 2.204 4.462 0.041
H 2.235 5.250 -0.702
H -2.559 3.002 -1.589
H 2.794 0.984 7.868
O 3.185 -0.512 5.415
H -8.283 -1.896 -1.300
H 2.093 0.385 1.908
O 3.145 -3.014 -4.214
H 3.185 -8.956 -0.399
H -0.477 1.738 -3.779
C -1.224 -6.361 3.692
C -1.093 3.463 -4.936
O 0.933 -5.620 0.087
H 2.882 -0.707 -1.437
C -5.665 -1.701 0.467
C 3.780 2.818 -3.418
C -7.868 -0.984 -1.732
C 1.887 -4.718 -3.226
C -2.624 5.707 -2.244
H 9.162 -0.679 -2.058
C -0.981 0.099 0.796
C 4.872 3.209 -5.514
H 7.260 -1.963 -2.126
H 0.116 -3.399 0.174
C -3.201 3.301 -2.422
C 7.113 -1.087 -2.755
H 2.151 -4.714 2.378
H -5.760 -4.460 -1.702
H -2.227 -0.824 -1.752
H 4.605 2.073 5.736
C -1.508 -1.375 -1.148
N -2.037 4.950 3.561
C 0.227 0.301 -1.418
C 0.247 3.883 -5.536
H -7.193 -0.705 1.649
C -3.606 3.814 -5.491
H -6.226 1.029 -2.708
H 4.271 4.096 -0.515
C -5.878 -2.422 -2.338
C 5.041 3.675 -3.246
H -7.814 -2.074 0.747
O 4.286 -6.660 2.993
H 3.723 2.020 -2.677
C 2.935 0.831 4.959
O -1.431 6.222 3.476
C -3.628 4.839 -4.376
H 0.245 4.943 -5.801
H 1.164 -3.082 -1.898
C -4.495 -1.270 1.383
H 3.905 -2.307 0.774
N 0.619 -1.633 0.017
H 1.762 -9.961 0.164
H 1.787 -4.167 5.238
C 1.180 -3.368 -2.948
H 4.098 -3.731 5.792
C -3.241 3.120 2.492
H -1.616 3.890 0.315
H -0.720 5.068 1.181
H 8.673 0.322 -3.439
H -2.889 6.269 1.208
H -1.469 -0.609 1.469
C 3.894 -3.697 4.726
C 2.118 -8.993 -0.178
C -1.869 4.877 5.983
O 2.043 -1.169 -3.606
C -2.373 -6.190 1.692
H 1.107 -8.126 1.502
H -1.352 5.837 6.008
H -3.261 1.265 3.581
H -3.597 -1.069 0.796
H 3.354 2.645 -0.383
H 7.931 1.876 -1.832
C 1.949 -1.257 0.467
O 5.444 3.990 -4.579
H -4.142 3.522 -1.905
H 8.260 0.656 -0.542
H -2.948 4.888 6.091
C 2.411 -3.980 4.364
O 1.132 -7.248 -1.378
H -6.420 -2.657 -3.260
H 2.287 -4.903 -2.230
H -5.666 -3.817 0.737
H -6.919 -2.322 2.220
H 3.695 -5.067 -4.468
H 1.045 -0.842 2.432
O 5.025 3.426 -6.675
H 3.439 0.999 4.006
H -2.107 -2.023 -0.495
C -1.267 4.132 1.322
H -2.186 2.858 -6.718
C -3.392 5.367 1.558
H 5.824 3.214 -2.646
H 2.788 -1.122 2.556
H 4.600 0.965 7.782
H 1.169 3.701 -4.979
C -2.440 4.397 2.285
C 3.785 3.448 1.556
C -1.522 4.145 4.654
O 1.574 6.076 1.736
H 0.213 -3.261 -3.437
H -1.872 4.543 -6.661
H 3.014 2.062 -5.345
H 0.412 3.352 -6.479
O 5.526 1.207 -0.753
C -2.586 2.107 3.411
H 6.948 -1.263 -3.813
H -3.945 4.924 0.725
H -0.640 3.332 1.715
C 2.422 -5.100 3.362
C 1.359 -8.659 -1.468
C -6.343 -1.016 -1.906
H 1.761 -5.952 3.521
C 3.671 0.916 7.219
C 3.647 -0.501 6.692
O -5.785 0.574 -0.222
H 3.357 0.279 0.005
H 3.451 2.519 2.013
H -2.066 1.539 -4.342
H 2.072 -3.010 3.993
H 0.243 3.193 3.739
H -4.121 -2.062 2.041
H -0.511 1.103 -1.554
O 0.036 -2.668 0.803
H 4.761 4.638 -2.817
H -6.364 -0.270 -3.933
H 3.051 2.697 5.989
H -4.251 4.127 -6.314
H -1.664 1.629 3.070
O -1.439 -6.926 2.463
C -0.394 -0.669 -0.406
```

Results
E_tot: -4389.1356 a.u.
energy above the lowest of the compared OMol25 structures with the same formula, charge and spin: 0.000 eV
maximum force: 2.48 eV/A
frontier orbital gap: 8.3 eV



A cluster of 13 separate species, C68H175N13O21 in total at a distorted geometry. Source: OMol25; level of theory: the ωB97M-V functional and the def2-TZVPD basis.

Structure (XYZ):
```
277
C68H175N13O21 the ωB97M-V functional and the def2-TZVPD basis
H -1.951 -0.451 8.287
H 2.238 -6.986 -1.894
N 3.478 1.002 4.536
H 5.843 -2.359 -1.122
C -4.349 3.383 0.245
H -4.414 -4.558 -0.420
C 5.862 -4.470 2.451
H -0.630 -0.011 3.020
H -0.617 4.826 -0.750
C 3.656 0.843 5.950
H 0.621 -2.290 2.925
H 4.073 -2.300 1.559
H -0.421 4.035 -6.884
H 2.992 -3.126 2.791
C -4.318 -5.177 -1.312
H -3.130 -4.661 1.231
O -2.228 3.215 -6.637
C 8.312 2.704 1.240
H -6.462 0.126 0.537
H -11.124 -3.715 -2.330
H -1.514 4.301 5.818
C 7.293 -4.000 0.707
C 1.164 0.580 -3.018
H -5.469 -0.272 3.145
H -0.548 4.842 1.824
H -7.708 -0.532 -6.259
H 7.910 -3.960 -1.819
H 2.093 2.758 8.270
C 3.017 1.126 -0.498
H -11.294 0.643 -3.634
C 1.341 -3.805 -0.491
H -0.385 -0.589 7.634
H 0.680 -4.624 3.965
C 2.357 1.746 -7.983
H 1.985 -4.426 -2.419
H -6.003 -3.513 -3.662
H -5.435 -1.121 -0.168
H 4.303 -7.645 -1.066
H -1.602 -4.223 0.587
C -7.227 -1.499 -6.113
H 6.768 -4.646 0.003
H 2.283 -3.593 0.014
O -5.877 -1.366 -5.609
H 1.744 7.408 3.043
O -10.227 -1.124 -4.142
H 4.375 0.745 -2.159
C 3.161 4.804 0.552
O 6.669 -3.462 1.830
H 5.819 1.438 8.421
H 2.290 -3.696 -5.999
C 6.963 -0.307 2.978
C 2.636 -0.215 6.402
H 3.412 0.077 4.135
O -7.349 -0.964 -0.948
C -2.194 -1.350 -0.545
H 0.825 0.546 -6.150
H -2.925 -1.461 6.390
N 0.144 2.163 4.908
H -1.450 2.369 -0.688
C -1.706 -2.400 -2.622
H -2.784 -2.438 -2.778
H -2.667 0.907 -6.735
H 2.925 0.036 -7.021
H -0.610 -5.638 4.532
O -1.484 -2.407 -1.250
H 3.452 1.756 6.509
C 1.250 2.323 -8.921
H -5.317 2.979 -0.050
H 2.861 -0.479 7.436
H -5.061 -5.939 -1.078
C -5.755 -3.751 -2.628
H -3.255 -1.599 -0.537
C 5.290 0.487 8.476
C 6.044 1.587 1.701
H -3.823 3.821 -0.604
H 2.312 2.223 -7.005
O -3.636 2.289 0.833
H 3.102 5.327 -0.403
C -2.353 2.541 1.319
H -2.838 1.284 -3.935
C -10.323 -3.160 -2.818
H -7.234 -2.802 0.044
C -1.117 5.367 1.057
H 0.335 2.358 -8.330
N 0.087 -5.225 -2.088
H -0.258 7.144 1.550
O 0.189 2.003 7.654
H -1.637 -1.444 5.307
C 1.024 2.939 8.386
H 0.066 0.130 -7.686
H 2.527 5.329 1.266
H 8.411 -2.201 0.436
H -8.525 -2.209 -2.466
O 5.384 -0.273 7.335
H 2.065 7.010 4.761
H -10.132 0.766 -4.984
H -10.185 -3.817 -3.676
H -2.290 -5.069 -1.883
C -7.968 -2.009 -0.102
H 0.109 4.299 -10.431
H 6.235 -1.323 0.187
C 4.104 -7.032 -0.187
C 2.199 -2.953 -5.206
H 4.291 1.378 4.069
H 5.271 -0.417 5.343
H -1.534 -2.111 1.398
H -7.039 -1.973 -7.076
H -5.785 0.418 -1.054
H 2.852 2.975 1.465
H 8.842 2.020 1.903
C -9.279 -2.480 -0.725
C 2.149 -6.283 -1.066
C 2.666 3.327 0.450
H -7.875 -2.206 -5.595
N 3.393 2.526 -0.530
H 2.437 7.482 -0.866
H -4.466 4.179 0.981
H 4.359 6.696 1.757
H 1.075 -2.106 -7.581
H -0.380 -5.846 -1.443
H -1.650 4.811 4.175
H 5.745 1.230 5.882
C 0.941 -0.043 -7.060
C -6.179 -0.358 -0.398
N 2.215 0.328 -7.678
H 3.073 -3.147 -4.584
H -2.891 -6.809 0.310
C -0.766 1.331 8.420
H -3.962 2.022 -5.236
C -1.474 -5.538 2.186
C 7.758 -2.834 -0.164
H -1.327 -1.506 -3.117
H 8.121 3.663 1.721
H 1.197 -0.508 -3.068
H 0.649 1.017 -3.874
H 3.537 0.591 0.295
H -0.963 2.473 -5.290
H -8.172 -1.505 0.842
H 3.364 1.993 -8.321
H -3.969 0.364 4.797
H -1.055 7.276 -0.076
N -1.827 0.428 6.359
H 2.799 6.193 3.385
H 1.464 -6.678 -0.315
H 1.932 1.046 -0.430
H 9.015 2.941 0.441
O -4.032 -1.537 4.049
H 5.795 3.646 0.259
H 6.063 6.115 1.409
H 8.172 -4.574 1.001
C -2.013 2.764 -5.316
C -0.040 3.453 4.289
H -1.179 -3.264 -3.028
C -3.678 -0.552 -5.611
H 5.628 -0.001 9.390
C 7.045 2.004 0.659
H 2.061 3.961 4.334
O 0.773 6.486 -0.160
H -0.505 -3.936 4.931
H 0.774 -2.937 -0.827
C 1.063 -1.312 2.730
H 7.288 1.100 0.100
H 7.071 -0.990 -1.279
H 1.598 0.116 6.357
C -10.861 0.124 -4.489
H -0.509 -4.417 -1.977
H 1.560 5.094 -10.748
H -2.328 -0.494 1.437
C -4.969 -1.237 3.065
O -1.249 -4.406 3.002
H 1.192 4.698 5.656
C 3.331 0.515 -1.947
C 6.677 -1.812 -0.681
C -0.464 6.655 0.598
H 1.270 -3.064 -4.648
H 0.882 3.982 8.102
H -2.118 5.526 1.459
H -2.143 3.140 4.564
H 8.525 -2.564 -1.884
C -2.985 1.628 -4.960
H 6.467 -5.326 2.751
H -5.025 -0.325 -7.283
C -1.438 3.939 4.793
O 0.814 5.613 3.804
H -3.324 -1.521 -5.964
O 3.382 -5.909 -0.483
C -1.228 0.100 7.686
H 0.683 -4.190 0.288
H -2.075 -6.339 2.616
H -11.915 -1.998 -3.851
C -2.403 -0.784 5.714
C 5.108 0.368 6.081
H -0.370 2.643 0.573
H -9.861 -3.159 -0.102
H -1.218 0.897 5.704
C 1.042 -1.515 -6.665
H 0.324 -0.783 0.336
O 2.135 -1.644 -5.724
C -1.457 4.276 -7.119
N -2.266 -6.131 -0.101
H -0.350 1.011 9.375
H -3.747 -0.764 -4.544
H 6.203 -1.043 2.714
C -2.181 -5.089 0.906
H 4.272 0.736 8.777
H 0.847 0.702 2.259
H -1.593 4.466 -8.183
O 2.501 1.067 -2.954
C 0.143 -0.131 2.261
H -3.032 -6.718 -1.934
O 1.716 3.640 -9.260
H 5.503 2.451 2.088
H -1.968 1.613 1.741
N -1.273 4.485 -0.061
H 1.689 8.230 0.571
H 5.479 2.576 -0.604
C 1.443 -4.913 -1.607
N 8.523 -3.369 -1.275
H -2.200 3.518 -4.551
H 0.524 0.934 -2.209
H -2.816 0.108 3.599
N -2.681 0.507 -5.808
H 3.568 -7.681 0.505
H 1.416 3.433 -11.293
H -5.446 0.652 -5.914
C -0.399 -4.653 4.117
H -2.460 3.288 2.105
H 7.874 -0.354 2.382
H 2.740 -1.170 5.887
H 5.036 -4.809 1.826
N 6.341 2.964 -0.249
H 0.853 8.262 -1.046
N -9.026 -2.995 -2.074
H -5.731 -2.004 2.924
H 1.495 -0.988 3.677
H 5.382 0.845 1.256
O -4.620 -4.617 -2.623
H -0.133 2.326 5.865
C -5.081 -0.337 -6.194
O 2.187 -1.479 1.785
H 5.304 -4.109 3.316
C -11.009 -1.890 -3.254
C 1.181 4.110 -10.471
O 4.552 4.814 1.039
H 7.387 -0.622 3.932
C 1.496 7.706 -0.365
C -3.271 -0.398 4.451
O 6.530 1.047 2.906
H 5.108 -6.913 0.219
H 0.815 2.966 9.456
C 1.123 4.450 4.596
H -4.517 -1.317 2.077
C 3.295 -2.193 2.316
H 1.135 1.974 4.866
H -1.592 2.026 8.573
H 1.582 3.407 0.368
H 3.181 2.872 -1.454
C -2.912 -5.797 -1.363
C -1.667 -1.159 0.882
H 3.718 -1.651 3.162
H -1.741 5.167 -6.559
H -9.897 -1.596 -0.881
H -2.160 -0.372 -1.026
H -0.071 3.284 3.213
C -1.336 2.986 0.204
H -6.557 -4.250 -2.084
H 0.173 -1.696 -6.032
H 1.196 1.711 -9.821
H 5.009 6.609 0.093
C 5.024 6.156 1.084
H -11.586 -0.014 -5.291
N -0.400 -0.353 0.894
H -5.393 -2.854 -2.125
H -0.551 -5.975 1.805
C 1.866 6.604 3.769
H -11.373 -1.262 -2.440
H 3.267 -0.570 -1.859
```

Results
E_tot: -4987.0557 a.u.
energy above the lowest of the compared OMol25 structures with the same formula, charge and spin: 3.294 eV
maximum force: 3.59 eV/A
frontier orbital gap: 8.7 eV